{"formula": "C7H13N2", "method": "ωB97M-V with the def2-TZVPD basis set", "e_homo_ha": [-0.5014, -0.5487], "gap_ev": [7.16, 8.88], "molar_mass_g_mol": 125.19, "de_lowest_kcal_mol": 167.3, "total_charge": 1, "elements": ["C", "C", "C", "C", "C", "C", "C", "N", "N", "H", "H", "H", "H", "H", "H", "H", "H", "H", "H", "H", "H", "H"], "coordinates": [[-0.5740, -1.0242, -1.3897], [0.4460, -0.5649, -0.6885], [-1.9944, -0.4622, 0.3474], [-3.2065, 0.5716, 0.3966], [1.9343, 1.4738, -0.8637], [2.3713, -0.5942, 0.9380], [1.7750, -0.1511, -0.4834], [-1.8068, -0.8907, -0.9553], [-0.7980, -0.0397, 0.9937], [-0.4987, -1.6454, -2.2101], [-2.3435, -1.5048, 0.6292], [-4.1774, 0.1740, 0.1638], [-2.9874, 1.4778, -0.0707], [-3.2736, 0.7121, 1.4944], [2.0585, 1.6399, -1.9278], [2.8848, 1.6967, -0.4410], [1.2890, 2.1453, -0.3159], [1.7360, -1.2912, 1.2824], [2.4073, 0.1921, 1.6305], [3.3958, -0.9994, 0.7451], [2.2558, -0.7015, -1.2436], [-0.8935, -0.2142, 1.9687]], "mulliken_charge": [-0.65, 0.20, 0.59, -1.08, -1.23, -1.45, 0.70, -0.39, -0.46, 0.46, 0.20, 0.35, 0.34, 0.34, 0.39, 0.42, 0.35, 0.50, 0.41, 0.36, 0.40, 0.25]}

---

{"formula": "C7H13N2", "method": "ωB97M-V with the def2-TZVPD basis set", "e_homo_ha": [-0.5213, -0.5034], "gap_ev": [9.15, 6.83], "molar_mass_g_mol": 125.19, "de_lowest_kcal_mol": 209.1, "total_charge": 1, "elements": ["C", "C", "C", "C", "C", "C", "C", "N", "N", "H", "H", "H", "H", "H", "H", "H", "H", "H", "H", "H", "H", "H"], "coordinates": [[2.2760, -0.8290, 0.1909], [3.4849, -1.0748, 0.5215], [1.0459, 1.0170, -1.0742], [1.1400, 1.9475, 0.0568], [-1.5042, -1.9159, -0.3813], [-1.9349, 0.3617, 0.1432], [-0.7119, -0.5645, -0.0927], [1.5096, -0.3672, -1.0570], [0.1971, -0.1315, -1.0339], [1.6816, -1.0704, 1.0819], [4.5040, -1.1805, 0.3130], [1.2427, 1.3684, -2.0118], [2.1458, 2.1858, 0.3626], [0.8406, 1.4644, 0.9242], [0.4004, 2.6885, -0.0374], [-2.0912, -2.2252, 0.3995], [-1.9818, -1.8972, -1.3442], [-0.7285, -2.6784, -0.6001], [-1.6676, 1.1934, 0.6297], [-2.6121, -0.0601, 0.7948], [-2.2212, 0.7837, -0.8456], [-0.3551, -0.9057, 0.8690]], "mulliken_charge": [0.22, -0.55, 0.01, -1.40, -1.59, -1.60, 0.75, -0.20, 0.32, 0.24, 0.39, 0.48, 0.39, 0.42, 0.42, 0.47, 0.41, 0.39, 0.49, 0.48, 0.39, 0.08]}

---

{"formula": "C7H13N2O", "method": "ωB97M-V with the def2-TZVPD basis set", "e_homo_ha": -0.4514, "gap_ev": 7.56, "smiles": "C/C=C/C#[N+]CCN(C)O", "molar_mass_g_mol": 141.19, "de_lowest_kcal_mol": 140.5, "total_charge": 1, "elements": ["C", "C", "C", "C", "N", "C", "C", "N", "C", "O", "H", "H", "H", "H", "H", "H", "H", "H", "H", "H", "H", "H", "H"], "coordinates": [[-0.2505, 3.7477, 1.9755], [0.1042, 2.5670, 1.0959], [-0.7604, 2.0625, 0.1875], [-0.4985, 0.9639, -0.6340], [-0.6955, -0.0621, -1.1494], [-0.5205, -1.1225, -1.9967], [0.6837, -2.0821, -1.5825], [0.6357, -2.6070, -0.2519], [0.9793, -1.7323, 0.8557], [-0.6674, -3.1068, 0.0532], [-1.0602, 4.2387, 1.4549], [0.4742, 4.4442, 1.7993], [-0.4879, 3.7402, 2.9740], [1.1942, 2.1767, 1.2540], [-1.7256, 2.4286, -0.1074], [-0.5499, -0.7714, -3.0258], [-1.5220, -1.6677, -1.9298], [0.4348, -2.9447, -2.1405], [1.6188, -1.6359, -1.7365], [0.1647, -1.6379, 1.4714], [1.7135, -2.2189, 1.3529], [1.2993, -0.7399, 0.3484], [-0.5641, -4.0401, -0.2680]], "mulliken_charge": [-1.27, 0.20, -0.43, 0.44, 0.07, -0.50, -0.80, -0.06, -0.71, -0.44, 0.33, 0.40, 0.37, 0.31, 0.31, 0.44, 0.31, 0.38, 0.46, 0.31, 0.37, 0.13, 0.37]}

---

{"formula": "C7H13N2O2", "method": "ωB97M-V with the def2-TZVPD basis set", "e_homo_ha": -0.5079, "gap_ev": 8.05, "molar_mass_g_mol": 157.19, "de_lowest_kcal_mol": 211.3, "total_charge": 1, "elements": ["C", "C", "C", "C", "C", "C", "C", "N", "N", "O", "O", "H", "H", "H", "H", "H", "H", "H", "H", "H", "H", "H", "H", "H"], "coordinates": [[1.4975, 2.1660, -0.2383], [0.2286, -0.6690, -0.4015], [-0.7441, 0.1757, 0.2020], [1.0239, -1.5609, 0.3776], [0.5947, -0.3946, -1.8209], [-1.9607, -0.6484, -0.3864], [-0.9060, 0.1675, 1.7285], [2.5418, 1.7215, 0.1696], [-1.0424, 1.6208, -0.3193], [2.9687, 0.7354, 0.6593], [-2.0252, 2.0192, 0.2037], [1.1988, 3.1035, -0.5896], [2.1442, -1.1328, 0.3333], [1.0687, -2.6109, 0.1995], [0.7620, -1.3838, 1.4415], [1.6567, -0.3964, -1.9261], [0.1720, 0.5656, -2.1270], [0.3889, -1.3766, -2.4315], [-2.0774, -1.6380, 0.1754], [-1.8529, -0.9424, -1.4505], [-2.8727, -0.0157, -0.0982], [-0.9254, -0.8112, 2.0886], [-1.8058, 0.6648, 1.9555], [-0.0339, 0.6406, 2.2550]], "mulliken_charge": [-0.19, 0.54, 1.34, -1.12, -1.40, -1.36, -1.86, 0.39, 0.23, -0.54, -0.35, 0.43, 0.34, 0.41, 0.30, 0.44, 0.40, 0.42, 0.38, 0.36, 0.44, 0.55, 0.52, 0.35]}

---

{"formula": "C7H13N2O4", "method": "ωB97M-V with the def2-TZVPD basis set", "e_homo_ha": -0.5530, "gap_ev": 11.42, "smiles": "CC1(C)C(=O)NC(=O)[N+]1(CO)CO", "molar_mass_g_mol": 189.19, "de_lowest_kcal_mol": 49.1, "total_charge": 1, "elements": ["C", "C", "C", "C", "O", "N", "C", "O", "N", "C", "O", "C", "O", "H", "H", "H", "H", "H", "H", "H", "H", "H", "H", "H", "H", "H"], "coordinates": [[-0.2506, -1.7522, -0.9655], [-0.6707, -0.7971, 0.1087], [-0.5954, -1.4343, 1.4846], [-1.9948, -0.1429, -0.1998], [-2.8435, -0.5102, -0.9557], [-1.9231, 1.1468, 0.3780], [-0.7061, 1.6301, 0.6280], [-0.3242, 2.6152, 1.1592], [0.2957, 0.5931, 0.0606], [1.6203, 0.6075, 0.8374], [2.5414, -0.1803, 0.2684], [0.5917, 0.9696, -1.3413], [0.7815, 2.3536, -1.3971], [0.7709, -1.9177, -0.9839], [-0.5864, -1.5580, -2.0143], [-0.7045, -2.7087, -0.6282], [0.5015, -1.6738, 1.5730], [-1.3456, -2.3229, 1.6049], [-1.0536, -0.8335, 2.2430], [-2.7335, 1.5878, 0.5615], [2.1652, 1.5652, 0.8558], [1.5352, 0.2536, 1.9491], [2.4794, -1.1037, 0.5429], [1.4612, 0.2932, -1.6286], [-0.2301, 0.7081, -1.8439], [1.2181, 2.6117, -2.2967]], "mulliken_charge": [-1.64, 1.28, -1.31, 0.08, -0.48, 0.07, 0.33, -0.45, 0.41, -0.44, -0.55, -0.78, -0.50, 0.46, 0.34, 0.42, 0.30, 0.44, 0.38, 0.11, 0.29, 0.41, 0.39, 0.51, 0.53, 0.40]}

---

{"formula": "C7H13N3", "method": "ωB97M-V with the def2-TZVPD basis set", "e_homo_ha": -0.3140, "gap_ev": 9.31, "smiles": "CCn1cnc(CCN)c1", "molar_mass_g_mol": 139.20, "de_lowest_kcal_mol": 38.4, "elements": ["C", "C", "N", "C", "N", "C", "C", "C", "N", "C", "H", "H", "H", "H", "H", "H", "H", "H", "H", "H", "H", "H", "H"], "coordinates": [[-3.0082, 1.1762, -0.3405], [-2.6645, -0.2603, 0.3184], [-1.2727, -0.6465, 0.1753], [-0.7934, -1.5080, -0.7678], [0.5657, -1.5923, -0.6642], [0.8939, -0.7966, 0.3188], [2.3805, -0.6824, 0.6826], [2.9758, 0.1652, -0.4255], [2.5075, 1.5158, -0.4530], [-0.2076, -0.1780, 0.8525], [-2.1336, 1.9246, -0.1152], [-4.0716, 1.5934, -0.0207], [-3.1144, 1.0550, -1.5121], [-3.4255, -0.9795, -0.1927], [-2.9618, -0.1965, 1.3781], [-1.4092, -2.0745, -1.4081], [2.6186, -0.3110, 1.8074], [2.9065, -1.6621, 0.5661], [2.6436, -0.2659, -1.4233], [4.1041, 0.0554, -0.2999], [1.6000, 1.4965, -0.9717], [2.1416, 1.7938, 0.6650], [-0.2753, 0.3777, 1.8307]], "mulliken_charge": [-0.83, -0.56, 0.27, -0.28, -0.64, 0.36, -0.58, -0.69, -0.65, -0.34, 0.26, 0.30, 0.24, 0.26, 0.33, 0.38, 0.24, 0.31, 0.34, 0.28, 0.37, 0.28, 0.33]}

---

{"formula": "C7H13N3O3S", "method": "ωB97M-V with the def2-TZVPD basis set", "e_homo_ha": -0.3242, "gap_ev": 9.46, "smiles": "[H]/N=C/[C@H](C1=NC[C@H](OC)CO1)[S@H](=N)=O", "molar_mass_g_mol": 219.27, "de_lowest_kcal_mol": 74.2, "elements": ["H", "N", "C", "C", "C", "N", "C", "C", "O", "C", "C", "O", "S", "N", "O", "H", "H", "H", "H", "H", "H", "H", "H", "H", "H", "H", "H"], "coordinates": [[-4.6154, -1.0720, 1.4272], [-3.9987, -0.9647, 0.6374], [-2.7717, -1.0628, 0.7433], [-1.9704, -0.7291, -0.4527], [-0.5236, -0.8039, -0.3234], [-0.0504, -1.4794, 0.5983], [1.3989, -1.5084, 0.8413], [2.1248, -0.4159, 0.2566], [2.2752, 0.7076, 0.9855], [3.4968, 1.4355, 0.8379], [1.4305, -0.0042, -1.0793], [0.0397, 0.0176, -1.2256], [-2.6876, 1.1609, -0.6155], [-2.6950, 1.5459, -2.0913], [-2.2015, 2.0953, 0.3741], [-2.1305, -1.3161, 1.6283], [-2.5104, -0.9311, -1.3506], [1.7184, -2.4775, 0.5667], [1.5411, -1.7635, 1.8831], [3.1151, -0.8591, -0.0041], [3.8098, 1.9352, 1.7386], [3.4589, 2.1757, 0.0301], [4.2782, 0.7868, 0.4798], [1.7279, 1.0907, -1.1868], [1.7882, -0.6609, -1.8260], [-4.0506, 0.9730, -0.4341], [-1.9977, 2.1245, -2.4388]], "mulliken_charge": [0.21, -0.59, -0.03, -0.23, 0.40, -0.47, -1.31, 0.49, -0.41, -0.79, -0.62, -0.26, 0.70, -0.66, -0.58, 0.40, 0.38, 0.50, 0.47, 0.39, 0.26, 0.28, 0.38, 0.27, 0.37, 0.20, 0.24]}

---

{"formula": "C7H13N3O4", "method": "ωB97M-V with the def2-TZVPD basis set", "e_homo_ha": -0.3561, "gap_ev": 10.12, "smiles": "NC(=O)CC[C@H](N)C(=O)NCC(=O)O", "molar_mass_g_mol": 203.20, "de_lowest_kcal_mol": 88.2, "elements": ["N", "C", "O", "C", "C", "C", "N", "C", "O", "N", "C", "C", "O", "O", "H", "H", "H", "H", "H", "H", "H", "H", "H", "H", "H", "H", "H"], "coordinates": [[3.0518, -1.6904, 0.6650], [2.7168, -0.9415, -0.3455], [2.2337, -1.4561, -1.3497], [2.8552, 0.5247, -0.2289], [1.3956, 1.1832, -0.5949], [0.1988, 1.1660, 0.4955], [-0.0064, -0.2329, 1.0986], [-1.1675, 1.7686, 0.0326], [-1.3931, 2.9409, 0.0898], [-2.0843, 0.9473, -0.4893], [-2.1296, -0.5074, -0.4165], [-3.6915, -0.9910, -0.1913], [-4.4569, -1.1229, -1.1086], [-4.0958, -1.3413, 0.9871], [3.4428, -1.3682, 1.5741], [2.9760, -2.6217, 0.5099], [3.4026, 0.9242, -1.0542], [3.2774, 0.7342, 0.7002], [1.1075, 0.8558, -1.5961], [1.6624, 2.2061, -0.8516], [0.6164, 1.7852, 1.3080], [0.8474, -0.2564, 1.6574], [0.1982, -0.8843, 0.3495], [-2.7354, 1.4948, -1.0548], [-1.5043, -0.6107, 0.2064], [-1.6769, -0.9915, -1.3135], [-5.0407, -1.5149, 0.9209]], "mulliken_charge": [-0.32, 0.33, -0.66, -0.49, -0.87, 0.12, -0.77, 0.09, -0.64, -0.21, -0.16, 0.40, -0.57, -0.42, 0.22, 0.23, 0.31, 0.32, 0.40, 0.45, 0.39, 0.36, 0.27, 0.25, 0.38, 0.22, 0.35]}

---

{"formula": "C7H13N4", "method": "ωB97M-V with the def2-TZVPD basis set", "e_homo_ha": -0.4792, "gap_ev": 9.68, "molar_mass_g_mol": 153.21, "de_lowest_kcal_mol": 131.0, "total_charge": 1, "elements": ["C", "C", "C", "C", "C", "C", "C", "N", "N", "N", "N", "H", "H", "H", "H", "H", "H", "H", "H", "H", "H", "H", "H", "H"], "coordinates": [[0.5718, -2.5679, 1.7865], [1.6571, -1.7578, 1.7940], [-0.7236, -2.2685, 1.4726], [1.4747, -0.5745, 1.1589], [-0.8226, -1.0819, 0.7765], [0.2992, -0.2766, 0.5609], [0.1630, 0.9259, -0.3424], [0.1644, 2.3657, 0.2176], [-0.9177, -0.2340, -2.0010], [-0.9216, 0.9408, -1.2529], [-0.9461, 2.0565, -1.9528], [0.7702, -3.5277, 2.3775], [2.4957, -2.1307, 2.3932], [-1.5426, -2.9346, 1.4759], [2.3659, 0.0600, 1.0804], [-1.8613, -0.9451, 0.3266], [1.3035, 1.0923, -1.4450], [-0.3918, 2.8744, -0.6809], [1.1889, 2.6566, 0.0682], [-1.7735, -0.6957, -1.8354], [-0.2170, -0.9023, -1.7886], [-0.3991, 2.6400, 1.0140], [-1.7586, 2.1240, -2.5775], [-0.1791, 2.1609, -2.6263]], "mulliken_charge": [-0.27, -0.62, -0.83, -0.36, 0.17, 0.05, -0.54, -0.22, -0.83, 0.58, -0.60, 0.24, 0.38, 0.44, 0.36, 0.30, 0.27, 0.49, 0.45, 0.29, 0.33, 0.34, 0.29, 0.28]}

---

{"formula": "C7H13N4O2", "method": "ωB97M-V with the def2-TZVPD basis set", "e_homo_ha": [-0.3356, -0.4873], "gap_ev": [6.23, 6.42], "molar_mass_g_mol": 185.21, "multiplicity": 3, "de_lowest_kcal_mol": 0.0, "s_squared": 2.014, "total_charge": 1, "elements": ["C", "C", "C", "C", "C", "C", "C", "N", "N", "N", "N", "O", "O", "H", "H", "H", "H", "H", "H", "H", "H", "H", "H", "H", "H", "H"], "coordinates": [[2.4193, -0.1781, 0.9135], [0.6116, 0.5863, 2.3872], [-0.3102, 0.1287, -0.8251], [1.9248, 0.9577, 1.7821], [0.2869, -0.9948, 0.5598], [-2.3311, 0.2307, -3.2979], [-0.8298, 0.1309, -3.1119], [1.6729, -1.0335, 0.3768], [-0.1230, -0.3068, 1.7785], [0.2503, 1.1159, 3.5437], [-0.4172, -2.2155, 0.4676], [-0.3686, 1.2853, -0.5558], [-0.4925, -0.5672, -1.8763], [3.4823, -0.2545, 0.7401], [2.6552, 1.2086, 2.5529], [1.7991, 1.8385, 1.1428], [-2.7828, -0.7550, -3.3671], [-2.7869, 0.7767, -2.4740], [-2.5347, 0.7718, -4.2195], [-0.3733, 1.1240, -3.0790], [-0.3636, -0.4691, -3.8988], [-0.9994, -0.6449, 2.1652], [0.8222, 1.8107, 3.9975], [-0.6208, 0.8682, 3.9917], [-0.7401, -2.4152, -0.4724], [0.1493, -2.9991, 0.7784]], "mulliken_charge": [-0.60, 0.70, 0.47, -0.68, 0.61, -1.06, -0.28, -0.40, -0.22, -0.38, -0.63, -0.48, -0.33, 0.48, 0.49, 0.29, 0.31, 0.32, 0.38, 0.34, 0.32, 0.33, 0.24, 0.21, 0.29, 0.28]}